[1]
{
  "formula": "C11H10ClNV",
  "method": "ωB97M-V/def2-TZVPD",
  "symbols": ["C", "C", "C", "H", "C", "C", "H", "H", "H", "H", "V", "Cl", "C", "C", "C", "H", "C", "C", "H", "H", "H", "H", "N", "C"],
  "xyz": [[1.6646, 2.1810, -0.8289], [1.3879, 1.2880, -1.9148], [1.7004, -0.0372, -1.5053], [0.9728, 1.5109, -2.8867], [2.1664, -0.0088, -0.1618], [2.1774, 1.3791, 0.2645], [2.3253, 1.6688, 1.3029], [1.3031, 3.1951, -0.7393], [1.7190, -0.9212, -2.1424], [2.4824, -0.8904, 0.3978], [0.2959, 0.8493, -0.1867], [-1.7991, 1.9834, -0.8572], [-2.1186, -1.6019, 0.4681], [-0.8720, -2.2583, 0.7152], [-0.1843, -2.3831, -0.5312], [-0.4847, -2.5607, 1.6917], [-1.0049, -1.8180, -1.5531], [-2.2049, -1.3298, -0.9428], [-3.0002, -0.7588, -1.4445], [-2.8498, -1.2888, 1.2162], [0.8169, -2.8052, -0.6692], [-0.7448, -1.6888, -2.6131], [-0.5695, 0.8838, 3.1310], [-0.1828, 0.7949, 2.0033]],
  "atomic_forces_ev_per_a": [[1.28, -0.21, -0.06], [1.57, -0.25, -0.47], [1.78, 0.22, -0.81], [-0.17, 0.22, 0.23], [1.52, 0.57, -0.52], [1.11, -0.10, -0.43], [0.10, 0.20, -0.46], [0.29, 0.08, -0.15], [-0.54, 0.37, 0.37], [-0.36, 0.48, -0.06], [-9.07, -1.88, 3.06], [1.55, -0.25, 0.16], [0.37, -0.05, -1.17], [-0.17, 0.42, -0.62], [-0.21, 0.35, 0.39], [-0.18, 0.09, -0.37], [-0.09, 0.73, 0.31], [0.45, -0.25, 0.99], [0.49, -0.43, 0.32], [0.31, -0.16, -0.25], [-0.41, 0.02, 0.04], [-0.14, -0.25, 0.47], [1.49, -0.28, -3.77], [-1.00, 0.35, 2.81]],
  "mulliken_spin": [0.0158, -0.0851, 0.0537, 0.0006, -0.0170, -0.0155, 0.0013, 0.0164, 0.0050, 0.0031, 1.9333, -0.0036, 0.0005, 0.0275, 0.0093, -0.0028, 0.0314, 0.0321, 0.0029, 0.0005, -0.0022, -0.0019, 0.0144, -0.0199],
  "s_squared": 2.019,
  "e_tot_ev": -51268.82790,
  "charge": -1,
  "multiplicity": 3
}



[2]
{
  "formula": "C21H18NO3S",
  "method": "ωB97M-V/def2-TZVPD",
  "symbols": ["O", "C", "O", "C", "C", "C", "C", "C", "C", "S", "C", "C", "C", "C", "C", "C", "N", "C", "C", "C", "C", "C", "C", "H", "H", "H", "H", "H", "H", "H", "H", "H", "H", "H", "H", "H", "C", "C", "O", "H", "H", "H", "H", "H"],
  "xyz": [[-0.2718, -1.3505, 3.2422], [-0.9473, -0.5524, 2.6726], [-1.8763, -0.9429, 1.7458], [-1.2084, -1.4402, 0.6228], [-1.1427, -2.8051, 0.4178], [-0.4549, -3.3386, -0.6569], [0.1853, -2.4882, -1.5514], [0.0977, -1.1147, -1.3385], [-0.5909, -0.5688, -0.2650], [0.9165, -0.0606, -2.5190], [2.3611, -1.0581, -2.7942], [3.6144, -0.4843, -2.9669], [4.7113, -1.3066, -3.1840], [4.5506, -2.6855, -3.2044], [3.3011, -3.2587, -3.0344], [2.1915, -2.4406, -2.8303], [0.9059, -2.9827, -2.6606], [-0.8147, 0.8851, 2.9514], [0.4480, 1.4694, 2.9794], [0.5782, 2.8049, 3.2435], [-0.5582, 3.5670, 3.4857], [-1.8245, 2.9985, 3.4821], [-1.9280, 1.6554, 3.2089], [-1.6304, -3.4677, 1.1204], [-0.3867, -4.4063, -0.8096], [-0.6412, 0.5232, -0.1803], [3.6941, 0.5907, -2.9237], [5.7000, -0.8911, -3.3137], [5.4082, -3.3267, -3.3457], [3.1582, -4.3310, -3.0524], [0.9145, -3.9908, -2.6919], [1.3386, 0.8864, 2.7899], [1.5424, 3.2897, 3.2735], [-0.4733, 4.6271, 3.6805], [-2.6843, 3.6177, 3.6691], [-2.9214, 1.2306, 3.2168], [-3.6938, 2.4253, -0.8053], [-2.5942, 2.8597, 0.1955], [-1.4093, 2.3241, -0.1280], [-3.8053, 1.3375, -0.8096], [-4.6729, 2.8614, -0.5388], [-3.4460, 2.7578, -1.8160], [-2.9804, 2.5944, 1.2113], [-2.6604, 3.9859, 0.2111]],
  "atomic_forces_ev_per_a": [[0.61, -0.91, 0.26], [0.19, 0.21, 0.49], [-0.08, 0.28, -0.36], [0.08, -0.13, -0.62], [-0.35, -0.35, 0.37], [0.24, 0.32, -0.31], [-0.47, 0.06, 0.31], [0.33, -0.14, -0.34], [0.26, 0.08, -0.12], [0.05, 0.11, 0.02], [-0.53, 0.18, 0.22], [-0.18, -0.41, 0.01], [0.05, -0.02, 0.02], [0.00, -0.08, -0.10], [-0.22, 0.33, 0.04], [0.34, -0.20, -0.19], [0.18, 0.08, 0.07], [-0.23, 0.49, -0.24], [0.31, -0.55, 0.01], [-0.35, 0.69, 0.20], [-0.31, 0.29, 0.11], [1.09, 0.35, 0.13], [-0.87, -0.13, 0.08], [0.00, 0.05, 0.07], [-0.07, -0.15, 0.09], [-0.42, 0.22, 0.32], [0.13, 0.11, 0.02], [0.03, 0.12, -0.02], [0.10, -0.03, -0.05], [0.12, -0.10, 0.01], [-0.02, -0.04, 0.03], [-0.10, -0.22, -0.06], [0.15, -0.09, -0.10], [0.13, 0.09, 0.00], [-0.24, -0.03, -0.01], [0.01, -0.30, -0.21], [-0.48, 0.24, 0.28], [-0.51, -0.20, -0.66], [0.46, 0.04, 0.36], [0.12, -0.02, -0.02], [0.05, -0.03, -0.03], [0.12, -0.05, 0.00], [-0.04, -0.13, -0.06], [0.33, 0.00, -0.04]],
  "lowdin_charge": [0.1559, -0.4334, 0.0646, -0.2405, -0.0115, -0.0257, -0.2723, -0.4176, 0.0154, 1.0448, -0.4552, -0.0991, -0.1087, -0.1091, -0.0346, -0.2724, 0.0769, -0.1355, -0.0203, -0.0821, -0.0788, -0.0896, -0.0506, 0.1179, 0.1033, 0.0867, 0.1012, 0.0932, 0.0930, 0.1039, 0.1209, 0.1204, 0.0978, 0.0948, 0.1030, 0.1214, -0.1430, -0.5760, -0.3264, 0.0479, 0.0433, 0.0477, 0.0527, 0.0760],
  "e_tot_ev": -40537.00560,
  "charge": -1
}



[3]
{
  "formula": "C12H29Br2N4O",
  "method": "ωB97M-V/def2-TZVPD",
  "symbols": ["C", "C", "O", "C", "C", "C", "C", "C", "N", "C", "N", "N", "C", "C", "N", "H", "H", "H", "H", "H", "H", "H", "H", "H", "H", "H", "H", "H", "H", "H", "H", "H", "H", "H", "H", "H", "H", "H", "H", "H", "Br", "C", "C", "Br", "H", "H", "H", "H"],
  "xyz": [[4.5694, -0.4055, 1.6232], [4.4615, 0.1035, 0.1868], [3.9386, 1.4110, 0.0730], [2.5823, 1.5449, 0.4543], [1.7802, 2.2604, -0.6428], [0.4544, 1.5753, -0.9777], [-0.6286, 1.6879, 0.1072], [-0.6577, 0.5450, 1.1180], [-1.1012, -0.7007, 0.4452], [-0.3669, -1.8249, 0.6768], [0.4129, -1.9635, 1.8218], [-0.4404, -2.7875, -0.1987], [-1.2885, -2.7958, -1.4100], [-0.6913, -1.9641, -2.5386], [0.7072, -2.3132, -2.7553], [5.4775, -0.0437, 2.1065], [4.6151, -1.4986, 1.6333], [3.7169, -0.0962, 2.2341], [3.8783, -0.5997, -0.4304], [5.4584, 0.1484, -0.2545], [2.1563, 0.5406, 0.6080], [2.5338, 2.0873, 1.4057], [1.6155, 3.3111, -0.3921], [2.4188, 2.2373, -1.5300], [0.6645, 0.5133, -1.1679], [0.0550, 1.9985, -1.9020], [-1.6103, 1.6901, -0.3716], [-0.5480, 2.6243, 0.6694], [0.3143, 0.4013, 1.5873], [-1.3514, 0.7855, 1.9274], [-2.0815, -0.8627, 0.6753], [1.3478, -1.5717, 1.7266], [0.5257, -2.9464, 2.0553], [0.1119, -3.6200, -0.0382], [-1.3894, -3.8416, -1.6963], [-2.2668, -2.3944, -1.1460], [-0.8648, -0.9008, -2.3292], [-1.2649, -2.2049, -3.4367], [1.0907, -1.7648, -3.5169], [1.2653, -2.0603, -1.9457], [-4.0116, 0.4150, -0.8433], [-5.3488, 1.5034, 0.0638], [-4.7504, 2.1865, 1.2649], [-4.4001, 0.9376, 2.7120], [-6.1601, 0.8310, 0.3219], [-5.6912, 2.2338, -0.6648], [-5.4383, 2.9312, 1.6580], [-3.8000, 2.6570, 1.0332]],
  "atomic_forces_ev_per_a": [[0.06, -0.13, -0.01], [0.21, -0.11, 0.07], [0.00, 0.04, 0.00], [-0.03, 0.03, -0.05], [0.19, -0.22, -0.12], [-0.01, 0.16, 0.30], [-0.15, -0.15, -0.06], [-0.09, 0.32, 0.20], [0.54, 0.14, 0.96], [-0.16, 0.28, -0.17], [0.44, -0.50, -0.42], [-0.26, -0.53, 0.10], [-0.11, 0.16, 0.03], [-0.05, 0.14, 0.01], [0.03, 0.10, 0.13], [-0.12, 0.10, 0.01], [0.03, 0.06, 0.00], [0.02, -0.01, -0.05], [-0.12, 0.12, 0.06], [-0.09, 0.00, -0.04], [0.05, 0.05, 0.01], [-0.08, -0.14, 0.01], [0.01, -0.06, 0.00], [-0.07, 0.09, 0.02], [-0.11, 0.05, -0.14], [0.08, -0.06, 0.00], [0.08, 0.14, 0.06], [0.11, -0.01, -0.13], [-0.05, -0.05, -0.08], [-0.01, -0.08, -0.07], [-0.18, -0.03, -0.73], [-0.16, 0.37, 0.26], [0.10, 0.04, -0.02], [-0.03, 0.07, 0.04], [0.02, 0.07, 0.00], [-0.03, -0.18, -0.04], [0.06, -0.05, 0.03], [0.06, -0.01, 0.04], [-0.05, -0.16, -0.10], [-0.02, 0.03, -0.03], [-0.17, -0.09, -0.17], [0.03, -0.03, 0.06], [-0.01, 0.00, 0.04], [0.06, -0.02, -0.02], [-0.02, 0.03, 0.03], [0.05, 0.00, -0.03], [-0.03, -0.04, 0.03], [-0.03, 0.07, -0.03]],
  "lowdin_charge": [-0.0736, -0.2696, -0.1441, -0.2271, -0.1525, -0.1963, -0.1861, -0.1741, 0.0653, -0.3472, 0.1760, 0.1268, -0.1248, -0.2657, 0.0153, 0.0804, 0.0742, 0.0625, 0.1083, 0.1238, 0.0828, 0.1329, 0.1185, 0.1215, 0.0904, 0.1160, 0.0398, 0.1256, 0.0957, 0.0962, 0.0935, 0.1069, 0.1163, 0.1693, 0.1337, 0.1049, 0.0926, 0.1257, 0.0815, 0.0496, 0.6865, -0.6467, -0.6795, 0.6366, 0.0571, 0.0681, 0.0675, 0.0451],
  "e_tot_ev": -161001.00108,
  "charge": 1
}



[4]
{
  "formula": "C5H5N",
  "method": "ωB97M-V/def2-TZVPD",
  "symbols": ["C", "C", "C", "C", "C", "N", "H", "H", "H", "H", "H"],
  "xyz": [[0.4083, 1.4399, -1.7144], [-0.3896, 0.7125, -0.9679], [-0.8993, -0.0044, -0.0534], [-1.1412, -0.7248, 1.0263], [-0.7496, -2.1027, 1.0958], [-0.3892, -3.2016, 1.1673], [1.0796, 0.9725, -2.4298], [0.4615, 2.5166, -1.5853], [-1.5424, -0.2666, 1.9266], [1.7107, 0.5250, 0.4794], [1.4511, 0.1337, 1.0553]],
  "atomic_forces_ev_per_a": [[-0.13, -0.07, 0.07], [0.08, -0.10, 0.20], [0.23, 0.12, -0.07], [0.00, 0.12, -0.10], [0.24, -0.95, 0.01], [-0.40, 1.03, -0.05], [-0.17, 0.06, 0.01], [-0.12, -0.08, -0.15], [-0.09, -0.13, -0.14], [0.14, -0.05, 0.18], [0.21, 0.04, 0.04]],
  "lowdin_charge": [0.0260, -0.1186, -0.0669, -0.1190, -0.2319, 0.1465, 0.0739, 0.0716, 0.1118, 0.0498, 0.0566],
  "relative_energy_kj_mol": 400.03
}



[5]
{
  "formula": "C3H5NO2",
  "method": "ωB97M-V/def2-TZVPD",
  "symbols": ["O", "C", "N", "C", "C", "O", "H", "H", "H", "H", "H"],
  "xyz": [[-1.1682, 0.9074, -1.9014], [-0.8008, 0.4013, -0.8678], [-0.9669, -0.9138, -0.4324], [0.0634, -0.8129, 0.6059], [0.2173, 0.6806, 0.2616], [1.5039, 1.1898, -0.0865], [-0.9968, -1.6060, -1.1712], [-0.3229, -1.0251, 1.6067], [0.9445, -1.4287, 0.4032], [-0.4822, 1.3817, 0.8391], [2.0087, 1.2257, 0.7428]],
  "atomic_forces_ev_per_a": [[0.08, 0.08, 1.29], [1.42, -1.12, -2.37], [-0.67, 0.36, -0.37], [0.08, -0.19, 0.24], [-1.24, 1.75, 0.18], [-1.13, -0.38, 0.66], [-0.21, -0.25, 0.39], [0.10, -0.06, -0.13], [0.03, 0.34, 0.02], [1.70, -0.64, 0.49], [-0.15, 0.11, -0.40]],
  "lowdin_charge": [0.0982, -0.4350, 0.0737, -0.1158, -0.2674, 0.0012, 0.1404, 0.1077, 0.1223, 0.1728, 0.1021],
  "relative_energy_kj_mol": 177.20
}



[6]
{
  "formula": "C5H11BrN",
  "method": "ωB97M-V/def2-TZVPD",
  "symbols": ["C", "C", "C", "N", "C", "C", "Br", "H", "H", "H", "H", "H", "H", "H", "H", "H", "H", "H"],
  "xyz": [[1.1883, 1.3667, -0.7477], [0.1702, 0.4052, -0.0094], [0.4092, -0.9779, -0.6191], [-0.4922, -2.0610, -0.0925], [-0.1299, 0.7095, 1.4037], [-1.1575, 1.1057, 0.4416], [-2.8504, 0.1352, 0.0710], [1.6186, 2.1993, -0.1308], [0.6298, 1.8614, -1.5534], [2.1491, 0.8404, -1.1620], [1.4689, -1.2554, -0.2638], [0.4409, -0.7054, -1.6614], [-0.2431, -2.4103, 0.8274], [-0.4758, -2.9730, -0.5184], [-1.4346, -1.6446, -0.1020], [0.3619, 1.4102, 1.9879], [-0.4277, -0.1408, 1.9639], [-1.2258, 2.1348, 0.1648]],
  "atomic_forces_ev_per_a": [[0.92, -0.16, -0.05], [0.91, 2.05, -0.37], [2.41, 0.70, 2.31], [-0.06, 0.15, -0.32], [-1.10, -2.00, 0.27], [0.45, -1.22, -2.04], [0.84, 0.58, 0.56], [-0.71, -0.89, -0.12], [0.48, -0.25, -0.14], [-1.99, 0.69, 0.62], [-1.53, 0.26, -0.89], [-0.61, -1.41, -0.72], [0.11, 1.09, 0.84], [-0.11, -0.18, -1.61], [-0.50, -0.41, 0.26], [0.99, 1.37, 0.74], [-0.13, -0.74, 0.82], [-0.35, 0.36, -0.18]],
  "lowdin_charge": [-0.0280, -0.4571, -0.0977, 0.1860, -0.1148, -0.5171, 0.7611, 0.1010, 0.0864, 0.1204, 0.1687, 0.1325, 0.1699, 0.1666, 0.0206, 0.1078, 0.1015, 0.0922],
  "charge": 1,
  "relative_energy_kj_mol": 179.76
}